# 1
Density functional theory data (the ωB97M-V functional and the def2-TZVPD basis) for 2 unconnected molecules or ions with the total composition C20H26F3O4S at a distorted geometry.

Values from the calculation:
Total energy ... -48339.2503 eV
Gap between HOMO and LUMO ... 0.2110 Eh
Net charge ... -1
Largest force on an atom ... 3.70 eV/Å

Geometry as XYZ:
```
54
Properties=species:S:1:pos:R:3:forces:R:3
C 4.077 0.889 3.283 0.2 -0.2 0.1
C 3.113 1.961 2.854 -1.2 0.0 -0.9
O 1.783 1.377 2.661 1.5 0.1 1.2
C 1.045 1.785 1.586 -3.0 -1.6 -1.5
C -0.329 1.209 1.588 2.5 1.1 -1.0
C -1.262 1.909 0.726 -0.3 -1.0 1.2
O -1.235 1.940 -0.502 -0.4 1.4 0.0
C -2.467 2.545 1.467 0.0 0.4 -0.2
C -3.560 1.501 1.792 0.0 -0.3 -0.3
C -3.057 0.054 1.618 -0.1 -0.2 -0.1
C -2.070 -0.451 2.657 0.5 0.0 0.2
C -0.741 0.356 2.733 -0.2 0.5 1.1
O 1.484 2.523 0.719 0.8 0.6 0.1
H 5.084 1.311 3.389 -0.1 0.0 0.2
H 3.758 0.450 4.233 0.2 -0.1 -0.1
H 4.170 0.098 2.531 -0.2 0.1 0.1
H 3.031 2.763 3.606 0.0 -0.2 -0.2
H 3.394 2.394 1.891 0.1 0.1 0.2
H -2.106 3.046 2.384 -0.1 -0.3 -0.3
H -2.893 3.328 0.823 0.2 -0.2 0.1
H -3.973 1.694 2.800 0.1 -0.3 -0.4
H -4.381 1.600 1.061 0.2 0.2 0.3
H -3.910 -0.631 1.548 -0.1 0.1 0.2
H -2.554 -0.030 0.645 -0.2 0.1 0.1
H -2.504 -0.420 3.668 -0.1 -0.1 -0.2
H -1.828 -1.513 2.459 -0.2 0.4 -0.1
H 0.083 -0.367 2.908 -0.5 0.6 0.2
H -0.821 1.027 3.614 0.1 -0.6 0.3
C 1.314 -2.395 -4.333 0.3 0.1 -0.1
C 0.374 -1.727 -3.335 -0.7 0.6 0.2
C -1.050 -2.120 -3.677 -0.3 -0.2 0.4
C 0.773 -2.011 -1.901 -0.2 -0.1 0.0
C 1.889 -1.301 -1.481 0.7 0.1 1.3
C 2.183 -1.207 -0.111 0.3 -0.5 -0.1
C 1.340 -1.818 0.828 -0.1 0.5 -0.4
C 0.217 -2.512 0.381 0.1 -0.6 -0.1
C -0.021 -2.710 -0.981 0.4 0.6 -0.1
O 0.478 -0.260 -3.443 -0.1 0.0 -1.0
S -0.410 0.727 -2.313 0.8 -1.0 -0.2
C -1.057 1.951 -3.531 0.4 -0.1 0.7
F -1.688 1.367 -4.575 0.3 0.4 0.1
F -1.935 2.795 -2.936 0.7 -0.6 -0.7
F -0.017 2.697 -4.016 -1.0 -0.4 -0.1
H 1.322 -3.484 -4.201 -0.4 0.2 0.2
H 0.993 -2.188 -5.354 0.1 0.1 0.0
H 2.353 -2.109 -4.194 0.0 0.4 -0.1
H -1.098 -3.184 -3.921 -0.1 0.0 -0.1
H -1.694 -1.960 -2.801 -0.1 0.2 -0.5
H -1.380 -1.518 -4.537 0.0 -0.3 0.3
H 2.528 -0.767 -2.195 -0.5 -0.2 0.3
H 3.089 -0.674 0.223 -0.7 -0.2 -0.2
H 1.506 -1.681 1.898 0.0 0.0 -0.4
H -0.501 -2.911 1.092 0.2 -0.1 0.0
H -0.836 -3.349 -1.327 0.1 0.4 0.2
```
Forces are in eV/Å.



# 2
Density functional theory data (the ωB97M-V functional and the def2-TZVPD basis) for 2 unconnected molecules or ions with the total composition C6H12N at a distorted geometry.

Values from the calculation:
Total energy ... -7884.3108 eV
Gap between HOMO and LUMO (spin up / spin down) ... 0.3407 / 0.2111 Eh
Multiplicity ... 2
Net charge ... +2
Largest force on an atom ... 3.65 eV/Å

Geometry as XYZ:
```
19
Properties=species:S:1:pos:R:3:forces:R:3
C -0.949 -0.056 -1.394 0.1 1.0 -2.0
C -1.101 -0.303 -2.708 0.4 0.8 0.8
C -0.904 1.795 0.265 -0.7 -1.5 -1.6
N -0.902 1.289 -0.943 -0.6 0.8 1.8
H -0.798 -0.738 -0.630 0.1 -1.4 1.1
H -1.254 0.500 -3.429 0.1 0.0 0.2
H -0.993 -1.277 -3.145 -0.3 -0.4 0.2
H -1.066 2.849 0.315 0.3 0.6 0.3
H -0.927 1.174 1.183 -0.1 0.4 -1.0
H -0.970 1.970 -1.690 0.0 0.3 -0.3
C 1.639 -1.139 0.361 -0.7 1.0 0.9
C 0.893 -1.120 1.696 1.3 -1.6 -3.0
C 0.481 -0.053 2.440 0.4 2.3 1.0
H 1.204 -1.822 -0.378 -0.1 -0.3 0.4
H 1.759 -0.164 -0.157 0.2 -0.5 0.8
H 2.614 -1.615 0.592 0.0 0.2 0.0
H 0.649 -2.115 2.044 0.0 -0.2 0.4
H -0.239 -0.169 3.232 -0.4 -0.3 0.2
H 0.864 0.994 2.346 0.1 -1.1 -0.1
```
Forces are in eV/Å.



# 3
Density functional theory data (the ωB97M-V functional and the def2-TZVPD basis) for C4H6O in the gas phase at a distorted geometry.

Values from the calculation:
Total energy ... -6284.9479 eV
Gap between HOMO and LUMO (spin up / spin down) ... 0.2246 / 0.2752 Eh
Multiplicity ... 3
Largest force on an atom ... 6.90 eV/Å

Geometry as XYZ:
```
11
Properties=species:S:1:pos:R:3:forces:R:3
C -0.580 0.971 -1.073 -4.3 0.9 -1.2
C 0.194 0.314 -0.186 2.3 -2.4 6.1
C -1.270 0.495 0.331 3.4 1.1 -3.5
C 1.373 -0.515 0.169 -0.6 1.3 -2.2
O -2.140 -0.557 0.187 0.2 -1.5 0.7
H -0.500 1.526 -1.930 -0.2 1.8 -1.5
H -1.477 1.261 1.065 -0.2 0.1 -0.1
H 0.898 -1.408 0.554 1.2 -0.6 0.7
H 2.122 0.070 0.717 -0.4 -0.5 1.1
H 1.987 -0.637 -0.744 -0.5 -0.8 0.0
H -1.617 -1.372 0.350 -0.8 0.6 -0.1
```
Forces are in eV/Å.



Values of energy above the lowest of the compared OMol25 structures with the same formula, charge and spin, in order: 13.1, 43.2, 70.4, all in kcal per mole.